H5NOS2Si | the ωB97M-V functional and the def2-TZVPD basis

**SMILES string**: [H]/N=[SiH]/OS.S
**Kohn-Sham gap**: 9.255 eV
**Highest occupied orbital energy**: -9.18 eV
**Energy above the lowest of the compared OMol25 structures with the same formula, charge and spin**: 63.7 kcal per mole

XYZ file:
```
10
Properties=species:S:1:pos:R:3:forces:R:3:lowdin_charge:R:1
H -0.958 -0.174 0.231 0.08 -0.33 0.28 -0.105
N 0.044 -0.071 0.279 1.31 -1.57 -0.92 -0.156
Si 1.219 -1.106 -0.185 -1.16 2.63 0.76 0.477
O 2.661 -0.390 -0.438 0.40 -0.15 0.16 -0.791
S 3.166 1.154 -0.038 -0.04 -0.15 -0.28 0.747
H 1.668 -2.479 -0.255 -0.44 -0.58 -0.14 -0.031
H 2.468 1.272 1.093 -0.18 0.12 0.16 -0.149
S -4.121 0.491 -0.283 2.32 0.03 -0.46 0.428
H -2.927 0.322 -1.009 -1.56 -0.07 0.14 -0.192
H -3.219 0.980 0.603 -0.74 0.07 0.30 -0.228
```
Positions in Å, forces in eV/Å.